[1]
Here is an isolated ion of composition CH8N4P and charge +1 from OMol25. Energies are from the ωB97M-V functional and the def2-TZVPD basis.

```
14
Properties=species:S:1:pos:R:3:forces:R:3:mulliken_charge:R:1
N 2.17716 -0.95742 0.17264 2.010 -2.557 -0.265 -0.57
N 1.15365 -0.20860 0.16082 -4.455 2.777 -3.116 0.80
N 0.28312 -0.39136 -0.75180 0.701 0.020 1.696 -0.58
C -0.98048 0.41647 -0.48026 2.194 0.243 2.120 -0.12
N -0.60632 1.51191 0.38325 2.717 -0.271 -3.305 -0.58
P -2.20643 -0.74906 0.19327 0.366 -1.001 0.603 -0.06
H 2.06442 -1.74864 -0.50913 0.811 1.056 0.924 0.33
H 3.06633 -0.59349 0.50818 -0.379 -0.254 -0.084 0.28
H 0.81903 0.77296 0.66404 0.262 -0.687 0.202 0.41
H -1.27852 0.84310 -1.37135 -0.668 0.359 -2.163 0.41
H -0.92630 1.68195 1.25159 -1.955 0.357 3.359 0.24
H -0.42203 2.35871 -0.13899 -0.165 0.115 0.265 0.25
H -2.03013 -1.49196 -0.99389 -0.234 -0.418 0.187 0.11
H -1.11348 -1.44457 0.91164 -1.205 0.262 -0.424 0.08
```
Positions in Å, forces in eV/Å.

As for the multiplicity: 1. The calculation puts the total energy at -16405.86274 eV. Its net charge is +1. The calculation puts the HOMO-LUMO gap at 9.3 eV. The calculation puts the energy above the lowest of the compared OMol25 structures with the same formula, charge and spin at 4.495 eV. Its SMILES is N/[NH+]=N/[C@H](N)P.



[2]
Here is a 2-piece molecular cluster, C11H14N2O overall from OMol25. Energies are from the ωB97M-V functional and the def2-TZVPD basis.

```
28
Properties=species:S:1:pos:R:3:forces:R:3:mulliken_charge:R:1
C 1.49559 4.47875 0.44502 -0.760 -0.458 -0.085 -1.20
C 1.46244 3.07919 -0.14129 1.113 -0.533 1.967 0.64
C 2.57358 2.27142 -0.23792 -0.945 0.679 -0.119 -0.68
N 2.18034 0.95330 -0.34606 1.272 0.391 -0.997 -0.03
C 0.82581 0.89863 -0.50129 -1.001 -0.027 1.267 -0.21
C -0.02117 -0.19197 -0.76450 0.494 0.345 0.962 -0.47
C -1.37277 0.03926 -0.65483 -0.270 0.486 0.318 -0.27
C -1.85386 1.30379 -0.21951 -1.766 -0.454 0.034 -0.58
C -1.06408 2.39791 0.02172 1.518 -0.856 -0.110 -0.70
C 0.32711 2.17893 -0.13226 0.014 0.575 -1.530 0.92
H 1.52980 5.22272 -0.31391 -0.409 0.770 -0.807 0.32
H 2.32649 4.76798 1.09170 0.070 -0.756 0.123 0.31
H 0.56187 4.57399 1.01705 0.314 0.391 -0.094 0.30
H 3.59446 2.61977 -0.31309 0.060 -0.453 0.330 0.38
H 2.85998 0.21956 -0.42492 -0.301 -0.252 -0.327 0.19
H 0.41826 -1.18004 -0.76621 -0.171 -0.169 -0.631 0.20
H -2.12000 -0.74034 -0.81124 0.402 0.083 0.109 0.24
H -2.94556 1.33416 -0.01180 0.835 0.237 -0.322 0.30
H -1.38454 3.36014 0.38599 -0.457 0.009 -0.064 0.32
C -1.14464 -3.90609 -0.81872 -0.071 -0.041 1.548 -0.94
C -1.39361 -3.91799 0.68874 -0.415 -1.375 0.670 0.68
N -0.64557 -4.80108 1.45658 0.261 0.489 -1.116 -0.42
O -2.33457 -3.33114 1.17090 0.019 0.503 0.120 -0.58
H -1.96051 -3.27556 -1.12750 0.033 0.190 -0.796 0.19
H -1.23448 -4.92255 -1.19937 0.116 0.116 -0.175 0.40
H -0.16601 -3.47770 -0.99446 0.128 0.031 -0.473 0.27
H -0.71279 -4.79856 2.45888 -0.147 0.190 -0.004 0.23
H 0.19841 -5.15648 1.04229 0.064 -0.113 0.200 0.20
```
Positions in Å, forces in eV/Å.

As for the multiplicity: 1. The calculation puts the total energy at -16661.79723 eV. Its net charge is 0. The calculation puts the HOMO-LUMO gap at 8.4 eV. The calculation puts the energy above the lowest of the compared OMol25 structures with the same formula, charge and spin at 1.115 eV. Its SMILES is Cc1c[nH]c2ccccc12.CC(N)=O.



[3]
Here is a 11-piece molecular cluster, C4H30O11 overall from OMol25. Energies are from the ωB97M-V functional and the def2-TZVPD basis.

```
45
Properties=species:S:1:pos:R:3:forces:R:3:lowdin_spin:R:1
C 2.27445 -0.72681 -2.13241 -0.190 1.849 -0.921 0.00
O 1.79127 -2.01211 -2.36786 0.014 -0.615 0.458 0.00
H 1.53774 -0.00178 -2.47837 -0.192 0.234 0.046 0.00
H 2.41990 -0.50070 -1.07609 0.478 -0.243 0.003 0.00
H 3.14196 -0.49461 -2.75016 0.398 -0.371 0.304 0.00
H 1.33748 -2.15110 -1.53337 -0.432 -1.009 0.108 0.00
C -2.45466 -1.27568 -2.27052 -1.195 0.304 0.309 0.05
O -2.77613 -1.08196 -0.89992 0.851 -0.690 0.647 0.06
H -2.65188 -2.32340 -2.49744 0.052 0.029 -0.100 0.00
H -3.19093 -0.63813 -2.75994 0.293 -0.181 -1.008 0.03
H -1.43785 -1.02430 -2.57217 0.149 0.127 0.225 0.01
H -3.01524 -0.16196 -0.76571 -0.173 0.446 -0.081 0.03
C 0.99321 -4.55776 0.05573 -1.272 0.297 0.945 0.00
O 0.96554 -3.14594 0.33546 1.246 -0.043 -0.970 0.00
H -0.01315 -4.77765 -0.30063 0.010 -0.676 0.023 0.00
H 1.69629 -4.94406 -0.68220 0.267 1.106 -0.139 0.00
H 1.21918 -5.08478 0.98271 -0.183 -0.259 0.035 0.00
H 0.35373 -2.94469 1.04736 -0.096 -0.302 -0.023 0.00
C 0.05261 0.48714 0.20195 0.624 -1.229 0.141 0.02
O -0.19403 1.13562 -1.03132 0.332 0.250 0.374 0.05
H 0.29271 -0.55554 -0.00609 -0.088 -0.301 0.040 0.00
H 0.94805 0.86943 0.69198 -0.133 0.540 -0.164 0.00
H -0.75525 0.47266 0.93356 -0.148 0.374 -0.316 0.01
H -1.11720 1.00869 -1.26208 -0.347 0.098 -0.155 0.02
O 1.85260 2.98803 -1.84041 0.632 0.302 -0.151 0.02
H 1.20477 2.40004 -1.45204 -0.639 -0.552 0.057 0.00
H 1.56606 3.86435 -1.58314 -0.016 0.205 -0.026 0.00
O -0.78157 -0.06043 4.13313 0.454 -0.638 0.561 0.01
H -1.48095 -0.39640 4.69369 0.000 -0.138 0.134 0.00
H -1.19406 0.64107 3.62917 -0.588 0.726 -0.768 0.00
O -0.96804 3.41620 0.41088 -0.013 0.416 0.865 0.05
H -0.30026 3.97980 0.02015 0.154 0.141 0.014 0.01
H -1.24678 2.84351 -0.30364 -0.303 -0.298 -0.634 0.02
O -2.82546 2.10931 -1.49352 1.205 -0.780 0.772 0.29
H -3.00381 1.91831 -2.41436 -0.312 -0.047 -1.048 0.09
H -3.53876 2.68890 -1.22611 -0.916 0.652 0.339 0.11
O 1.77366 0.69408 3.30352 0.554 0.175 -0.423 0.00
H 0.92371 0.34556 3.57251 -0.553 -0.326 0.246 0.00
H 2.10563 1.14348 4.08074 0.119 0.086 0.080 0.00
O 3.80099 -0.18825 1.21538 0.359 -0.200 -0.096 0.00
H 4.05902 0.38565 0.49407 0.074 0.116 -0.222 0.00
H 2.96633 0.16854 1.51916 -0.375 0.116 0.486 0.00
O -2.03445 1.72949 2.49607 -0.136 -0.264 0.768 0.05
H -1.53066 2.31673 1.93252 0.409 0.666 -0.481 0.01
H -2.76576 1.44144 1.94977 -0.372 -0.091 -0.255 0.04
```
Positions in Å, forces in eV/Å.

As for the multiplicity: 2. The calculation puts the total energy at -27155.69174 eV. Its net charge is -1. The calculation puts the HOMO-LUMO gap (spin up / spin down) at 2.9 / 9.7 eV. The expectation value of S² is 0.75. The calculation puts the energy above the lowest of the compared OMol25 structures with the same formula, charge and spin at 1.517 eV.